Record 1
# C38H96ClN6O17

A 8-piece molecular cluster, C38H96ClN6O17 overall in a non-equilibrium geometry (ωB97M-V/def2-TZVPD, the OMol25 dataset).

## Properties
LUMO energy	1.95	eV
net charge	-1
energy relative to the best compared isomer or geometry (same formula, charge and spin)	156.1	kcal/mol
molecular weight	944.7	g/mol
Kohn-Sham gap	0.2747	hartree
maximum force	3.958	eV Å⁻¹

Each line ends with the Löwdin charge.
CARTESIAN COORDINATES (ANGSTROEM)
1 Cl 2.494 -2.151 -1.251  0.6020
2 O 2.951 -0.795 -1.049  -0.3978
3 O 1.185 -2.070 -1.852  -0.3886
4 O 3.402 -2.827 -2.173  -0.4313
5 O 2.667 -2.968 -0.103  -0.3846
6 C 8.529 -1.315 -1.002  -0.1009
7 C 8.780 -0.012 -1.772  -0.2919
8 O 9.843 -0.127 -2.757  -0.0972
9 H 8.305 -2.118 -1.704  0.0728
10 H 7.605 -1.230 -0.430  0.0808
11 H 9.387 -1.631 -0.409  0.0671
12 H 8.888 0.860 -1.126  0.1058
13 H 7.822 0.061 -2.287  0.1019
14 H 10.060 -1.056 -2.866  0.0620
15 C 7.105 9.912 5.558  -0.1278
16 O 5.887 9.300 5.225  -0.1972
17 C 5.339 9.451 3.937  -0.2143
18 C 5.879 8.349 2.990  -0.1791
19 N 5.582 8.753 1.609  -0.0668
20 C 6.029 7.770 0.620  -0.2228
21 C 5.501 6.415 0.886  -0.2479
22 O 6.505 5.573 1.448  -0.2028
23 C 6.170 4.764 2.590  -0.0861
24 H 7.083 10.997 5.453  0.0799
25 H 8.001 9.673 4.986  0.0754
26 H 7.315 9.594 6.579  0.0891
27 H 5.472 10.465 3.560  0.1147
28 H 4.279 9.333 4.165  0.1231
29 H 5.250 7.526 3.329  0.1084
30 H 6.949 8.231 3.163  0.1237
31 H 6.073 9.560 1.249  0.1011
32 H 7.111 7.635 0.626  0.1210
33 H 5.701 8.131 -0.355  0.1188
34 H 5.227 5.928 -0.050  0.1199
35 H 4.542 6.349 1.400  0.1266
36 H 5.362 4.093 2.300  0.0847
37 H 5.873 5.348 3.462  0.0719
38 H 7.017 4.097 2.754  0.0867
39 C -4.590 -6.432 13.579  -0.1381
40 O -4.560 -5.489 12.557  -0.1880
41 C -3.793 -5.894 11.409  -0.2066
42 C -3.793 -4.679 10.503  -0.2520
43 N -3.168 -4.841 9.220  -0.0606
44 C -3.958 -5.688 8.236  -0.1546
45 C -3.153 -5.506 6.920  -0.2200
46 O -3.059 -4.153 6.489  -0.2117
47 C -2.109 -3.819 5.504  -0.1001
48 H -3.575 -6.800 13.727  0.0808
49 H -5.214 -7.283 13.306  0.0812
50 H -4.987 -6.100 14.539  0.0847
51 H -4.284 -6.651 10.798  0.1130
52 H -2.744 -6.072 11.649  0.1271
53 H -3.385 -3.840 11.066  0.1227
54 H -4.845 -4.423 10.374  0.1131
55 H -2.945 -3.972 8.757  0.0965
56 H -4.972 -5.344 8.035  0.1126
57 H -3.990 -6.701 8.638  0.1062
58 H -3.708 -6.126 6.217  0.1141
59 H -2.126 -5.847 7.057  0.1171
60 H -2.432 -4.269 4.565  0.0847
61 H -1.119 -4.138 5.828  0.0898
62 H -2.095 -2.767 5.219  0.0879
63 C 2.603 -9.354 -1.328  -0.0802
64 O 2.135 -9.899 -2.617  -0.2213
65 C 2.116 -8.866 -3.663  -0.1861
66 C 3.326 -8.717 -4.612  -0.1667
67 N 3.301 -9.531 -5.852  -0.0997
68 C 4.382 -9.562 -6.766  -0.2133
69 C 5.654 -10.430 -6.361  -0.2012
70 O 5.647 -11.851 -6.568  -0.1851
71 C 5.120 -12.501 -5.430  -0.1205
72 H 3.688 -9.258 -1.373  0.0788
73 H 2.421 -10.097 -0.551  0.0736
74 H 2.027 -8.462 -1.082  0.0851
75 H 1.841 -7.877 -3.298  0.1145
76 H 1.207 -9.260 -4.116  0.1138
77 H 4.239 -8.974 -4.075  0.1074
78 H 3.430 -7.663 -4.873  0.1104
79 H 2.390 -9.840 -6.160  0.1083
80 H 4.726 -8.542 -6.937  0.1062
81 H 3.946 -9.944 -7.690  0.1174
82 H 5.897 -10.122 -5.344  0.1014
83 H 6.476 -9.969 -6.907  0.1064
84 H 4.111 -12.197 -5.151  0.0825
85 H 5.748 -12.316 -4.559  0.0808
86 H 5.245 -13.532 -5.761  0.0873
87 C -1.145 4.800 -0.277  -0.0893
88 O -1.229 6.118 -0.861  -0.1798
89 C -1.174 7.139 0.110  -0.2705
90 C -0.737 8.470 -0.425  -0.2501
91 N -1.786 9.029 -1.261  -0.0167
92 C -1.193 10.293 -1.818  -0.1953
93 C -2.143 10.925 -2.860  -0.2271
94 O -2.597 9.931 -3.800  -0.1934
95 C -3.196 10.535 -4.948  -0.1078
96 H -1.811 4.727 0.583  0.0847
97 H -0.140 4.519 0.039  0.0805
98 H -1.291 4.115 -1.112  0.0871
99 H -0.532 6.723 0.887  0.1126
100 H -2.130 7.286 0.612  0.1186
101 H 0.153 8.275 -1.023  0.1280
102 H -0.524 8.920 0.545  0.1181
103 H -2.323 9.433 -0.508  0.0987
104 H -0.251 10.227 -2.362  0.1183
105 H -1.222 10.987 -0.978  0.1120
106 H -1.513 11.694 -3.306  0.1149
107 H -2.986 11.302 -2.280  0.1135
108 H -3.755 9.912 -5.647  0.0826
109 H -2.423 11.019 -5.543  0.0799
110 H -3.921 11.203 -4.483  0.0790
111 C -10.163 -4.136 3.816  -0.0972
112 O -8.742 -4.169 3.502  -0.2068
113 C -8.491 -3.791 2.179  -0.2209
114 C -6.920 -3.703 1.848  -0.1480
115 N -6.863 -3.402 0.413  -0.1004
116 C -5.583 -3.492 -0.288  -0.1694
117 C -5.040 -4.991 -0.514  -0.2073
118 O -6.038 -5.681 -1.276  -0.1792
119 C -5.354 -6.802 -1.799  -0.1476
120 H -10.451 -3.091 3.931  0.0851
121 H -10.395 -4.677 4.734  0.0782
122 H -10.831 -4.698 3.165  0.0796
123 H -8.989 -2.822 2.147  0.1116
124 H -9.069 -4.451 1.533  0.1117
125 H -6.366 -4.630 1.992  0.1005
126 H -6.506 -2.916 2.478  0.1138
127 H -7.540 -3.936 -0.113  0.0932
128 H -4.764 -2.947 0.182  0.1145
129 H -5.843 -3.126 -1.281  0.1102
130 H -4.948 -5.510 0.440  0.1063
131 H -4.067 -4.875 -0.992  0.1164
132 H -4.581 -6.580 -2.535  0.0891
133 H -6.058 -7.411 -2.367  0.0797
134 H -4.992 -7.537 -1.080  0.0867
135 C 0.601 7.342 -6.113  -0.1203
136 O 0.085 6.130 -5.496  -0.1627
137 C 0.951 5.066 -5.942  -0.1894
138 C 0.172 3.755 -5.411  -0.1944
139 N -1.127 3.548 -6.000  -0.0703
140 C -1.806 2.293 -5.622  -0.1960
141 C -3.324 2.220 -5.819  -0.2342
142 O -3.911 3.332 -5.180  -0.1478
143 C -5.273 3.324 -5.478  -0.1553
144 H -0.141 8.139 -6.159  0.0723
145 H 0.710 7.270 -7.195  0.0727
146 H 1.512 7.808 -5.736  0.0812
147 H 1.974 5.110 -5.568  0.1101
148 H 1.153 5.047 -7.013  0.1018
149 H 0.137 3.671 -4.325  0.1177
150 H 0.766 2.913 -5.768  0.1035
151 H -0.904 3.410 -6.976  0.1026
152 H -1.559 2.157 -4.569  0.1125
153 H -1.282 1.405 -5.976  0.1145
154 H -3.837 1.291 -5.569  0.1181
155 H -3.491 2.181 -6.895  0.1090
156 H -5.773 4.152 -4.976  0.0820
157 H -5.788 2.534 -4.930  0.0848
158 H -5.625 3.423 -6.504  0.0888

=====

Record 2
# C5H9NO2

One molecule with the formula C5H9NO2 in a non-equilibrium geometry (ωB97M-V/def2-TZVPD, the OMol25 dataset).

## Properties
LUMO energy	0.51	eV
net charge	0
energy relative to the best compared isomer or geometry (same formula, charge and spin)	83.4	kcal/mol
molecular weight	115.1	g/mol
Kohn-Sham gap	0.2935	hartree
maximum force	3.942	eV Å⁻¹

Each line ends with the natural charge from an NBO analysis.
CARTESIAN COORDINATES (ANGSTROEM)
1 C 1.147 -0.392 1.632  -0.7020
2 C -0.153 -0.185 -2.025  -0.6250
3 N -1.297 -0.898 0.168  -0.6327
4 C 0.791 0.225 0.324  0.5237
5 C -0.268 -0.157 -0.529  -0.0986
6 C -1.633 0.479 0.443  0.4726
7 O 1.588 1.180 -0.153  -0.6444
8 O -1.158 1.191 1.382  -0.6697
9 H 2.267 1.411 0.494  0.4906
10 H -1.940 -1.345 -0.477  0.3678
11 H -2.661 0.677 0.094  0.1350
12 H 0.455 -1.191 1.881  0.2626
13 H 2.170 -0.780 1.574  0.2159
14 H 1.076 0.352 2.427  0.2466
15 H -1.077 0.172 -2.481  0.2092
16 H 0.658 0.458 -2.360  0.2383
17 H 0.035 -1.197 -2.394  0.2099

=====

Record 3
# C38H73BrFN6O7

A 3-piece molecular cluster, C38H73BrFN6O7 overall in a non-equilibrium geometry (ωB97M-V/def2-TZVPD, the OMol25 dataset).

## Properties
LUMO energy (spin up / spin down)	-3.52 / -3.52	eV
net charge	+1
molecular weight	824.9	g/mol
Kohn-Sham gap (spin up / spin down)	0.2335 / 0.2746	hartree
maximum force	1.320	eV Å⁻¹
spin multiplicity	3

Each line ends with the Löwdin charge.
CARTESIAN COORDINATES (ANGSTROEM)
1 C 2.174 -0.421 1.446  0.0257
2 C 2.333 -1.332 0.271  -0.5660
3 O 3.380 -1.622 -0.252  0.0898
4 O 1.150 -1.835 -0.139  -0.0152
5 C 1.155 -2.401 -1.462  -0.1589
6 C -0.274 -2.666 -1.889  -0.1464
7 C -1.152 -1.404 -1.903  -0.1839
8 C -0.885 -0.596 -3.179  -0.1555
9 C -1.441 0.812 -3.291  -0.0820
10 N -0.934 1.871 -2.321  -0.1023
11 C 0.466 1.642 -1.859  -0.1234
12 C 1.514 1.473 -2.934  -0.8057
13 O 1.347 1.361 -4.105  0.0610
14 Br 3.246 1.369 -2.128  0.8800
15 C -1.817 1.832 -1.076  -0.0403
16 C -3.085 2.662 -1.235  -0.3201
17 C -4.031 2.356 -0.078  -0.1502
18 C -4.678 0.974 -0.115  -0.1679
19 C -5.658 0.798 1.030  -0.1994
20 F -4.958 0.738 2.234  -0.0527
21 N -2.730 4.083 -1.221  0.0425
22 C -1.510 4.399 -1.977  -0.2461
23 C -0.371 4.902 -1.078  -0.1532
24 C -0.400 6.424 -0.902  -0.1967
25 C 0.594 6.902 0.166  -0.1830
26 C -0.018 6.880 1.584  -0.2723
27 N 0.392 5.791 2.463  -0.0014
28 C -1.162 3.262 -2.935  -0.2670
29 O -0.054 3.632 -3.676  -0.0852
30 N -0.408 3.656 -5.160  0.0879
31 O 0.027 4.590 -5.640  0.1853
32 H 3.107 0.121 1.585  0.0924
33 H 1.343 0.272 1.332  0.0758
34 H 1.994 -1.024 2.338  0.1018
35 H 1.730 -3.327 -1.477  0.1063
36 H 1.678 -1.705 -2.128  0.1211
37 H -0.710 -3.423 -1.237  0.1278
38 H -0.226 -3.073 -2.904  0.1219
39 H -2.204 -1.700 -1.885  0.1223
40 H -0.929 -0.845 -0.994  0.0868
41 H 0.176 -0.636 -3.422  0.1020
42 H -1.369 -1.134 -4.000  0.1413
43 H -1.235 1.184 -4.294  0.1276
44 H -2.527 0.800 -3.181  0.1388
45 H 0.476 0.726 -1.261  0.1253
46 H 0.766 2.445 -1.187  0.1208
47 H -1.246 2.258 -0.249  0.1466
48 H -2.024 0.796 -0.827  0.1114
49 H -3.610 2.446 -2.170  0.1479
50 H -3.525 2.534 0.877  0.1318
51 H -4.826 3.106 -0.147  0.1337
52 H -5.234 0.861 -1.049  0.1270
53 H -3.924 0.189 -0.015  0.1112
54 H -6.339 1.652 1.088  0.1230
55 H -6.242 -0.115 0.920  0.1211
56 H -2.650 4.401 -0.263  0.1177
57 H -1.739 5.222 -2.664  0.1548
58 H -0.489 4.439 -0.089  0.1068
59 H 0.621 4.626 -1.444  0.1166
60 H -0.159 6.870 -1.871  0.1185
61 H -1.411 6.747 -0.641  0.1144
62 H 1.008 7.875 -0.097  0.1077
63 H 1.438 6.204 0.167  0.1069
64 H 0.235 7.811 2.094  0.1112
65 H -1.110 6.863 1.511  0.1017
66 H 0.420 4.900 1.988  0.0460
67 H 1.291 5.967 2.889  0.0726
68 H -2.018 3.128 -3.607  0.1594
69 C 4.612 -6.823 -2.577  -0.0109
70 C 3.074 -6.819 -2.448  -0.4777
71 C 2.501 -8.238 -2.342  -0.1338
72 C 2.430 -9.000 -3.664  -0.1657
73 C 1.707 -8.167 -4.723  -0.1328
74 C 2.335 -6.787 -4.919  -0.4917
75 N 2.428 -6.091 -3.591  -0.0815
76 O 1.299 -5.564 -3.251  -0.0456
77 C 3.700 -6.946 -5.609  -0.0384
78 C 1.483 -5.930 -5.847  -0.0447
79 C 2.758 -6.071 -1.163  -0.0504
80 H 4.977 -6.846 -3.595  0.0494
81 H 5.025 -5.918 -2.131  0.0858
82 H 5.036 -7.679 -2.053  0.0924
83 H 1.484 -8.164 -1.943  0.1230
84 H 3.087 -8.789 -1.606  0.1224
85 H 3.430 -9.283 -4.003  0.1082
86 H 1.888 -9.934 -3.509  0.1147
87 H 1.709 -8.684 -5.685  0.1262
88 H 0.659 -8.050 -4.430  0.1258
89 H 4.245 -6.001 -5.628  0.0953
90 H 3.532 -7.255 -6.640  0.0892
91 H 4.335 -7.706 -5.160  0.0636
92 H 0.457 -5.845 -5.497  0.0763
93 H 1.469 -6.388 -6.835  0.0880
94 H 1.901 -4.926 -5.939  0.0903
95 H 3.060 -5.026 -1.250  0.0756
96 H 3.314 -6.517 -0.338  0.0976
97 H 1.700 -6.111 -0.913  0.0806
98 C 1.060 2.597 7.215  -0.0124
99 C 0.460 2.753 5.801  -0.4799
100 C -0.360 4.037 5.652  -0.1419
101 C -1.752 3.998 6.279  -0.1628
102 C -2.519 2.770 5.789  -0.1344
103 C -1.763 1.463 6.019  -0.4905
104 N -0.388 1.578 5.423  -0.0853
105 O -0.415 1.405 4.144  -0.0496
106 C -1.739 1.146 7.523  -0.0371
107 C -2.480 0.300 5.345  -0.0411
108 C 1.655 2.841 4.859  -0.0514
109 H 0.434 2.052 7.909  0.0497
110 H 2.000 2.047 7.165  0.0849
111 H 1.265 3.575 7.652  0.0925
112 H -0.476 4.237 4.582  0.0969
113 H 0.215 4.871 6.058  0.1227
114 H -1.686 4.016 7.370  0.1089
115 H -2.299 4.898 5.995  0.1139
116 H -3.491 2.699 6.281  0.1262
117 H -2.717 2.883 4.717  0.1205
118 H -1.080 0.303 7.737  0.0961
119 H -2.746 0.869 7.833  0.0894
120 H -1.446 1.986 8.146  0.0642
121 H -2.645 0.478 4.284  0.0678
122 H -3.451 0.163 5.820  0.0891
123 H -1.911 -0.624 5.455  0.0933
124 H 2.222 1.910 4.850  0.0884
125 H 2.309 3.635 5.221  0.0936
126 H 1.360 3.080 3.838  0.0606

=====

Record 4
# C2H3NO

A 2-piece molecular cluster, C2H3NO overall in a non-equilibrium geometry (ωB97M-V/def2-TZVPD, the OMol25 dataset).

## Properties
LUMO energy	0.80	eV
net charge	0
SMILES	C#N.C=O
energy relative to the best compared isomer or geometry (same formula, charge and spin)	39.2	kcal/mol
molecular weight	57.1	g/mol
Kohn-Sham gap	0.4036	hartree
maximum force	1.908	eV Å⁻¹

Each line ends with the natural charge from an NBO analysis.
CARTESIAN COORDINATES (ANGSTROEM)
1 C -2.678 0.419 -0.242  0.0950
2 C 0.269 -0.565 -0.186  0.2796
3 N -2.653 -0.440 0.503  -0.3308
4 O 0.078 0.625 -0.320  -0.5212
5 H -2.998 1.006 -1.086  0.2355
6 H 0.249 -1.084 0.824  0.1290
7 H 0.496 -1.158 -1.103  0.1129

=====

Record 5
# C11H21N3O4

One molecule with the formula C11H21N3O4 in a non-equilibrium geometry (ωB97M-V/def2-TZVPD, the OMol25 dataset).

## Properties
LUMO energy	0.25	eV
net charge	0
SMILES	CC(C)C[C@H](N)C(=O)N[C@@H](CCC(N)=O)C(=O)O
energy relative to the best compared isomer or geometry (same formula, charge and spin)	103.9	kcal/mol
molecular weight	259.3	g/mol
Kohn-Sham gap	0.3465	hartree
maximum force	6.618	eV Å⁻¹

Each line ends with the natural charge from an NBO analysis.
CARTESIAN COORDINATES (ANGSTROEM)
1 C 1.306 0.025 -0.746  -0.1771
2 C 0.321 -0.994 -0.494  0.7054
3 C 2.337 0.014 0.377  -0.4036
4 C 3.843 -0.141 -0.186  -0.1935
5 C 4.819 -0.633 1.002  -0.6387
6 C 4.417 1.170 -0.895  -0.6509
7 C -2.171 -1.347 0.034  -0.1841
8 C -3.117 -0.930 -1.142  0.7725
9 C -2.928 -0.864 1.343  -0.3681
10 C -2.966 0.629 1.685  -0.5144
11 C -3.493 1.327 0.467  0.6680
12 H 0.561 1.499 -1.934  0.3623
13 H 1.866 2.008 -1.109  0.3759
14 H 1.772 -0.513 -1.596  0.1951
15 H 2.341 0.849 1.199  0.2237
16 H 2.236 -0.928 1.010  0.2327
17 H 3.759 -0.914 -1.057  0.2001
18 H 4.792 0.223 1.819  0.2146
19 H 4.449 -1.638 1.414  0.2124
20 H 5.820 -1.001 0.598  0.2220
21 H 5.517 1.240 -1.162  0.2240
22 H 4.343 2.179 -0.335  0.2059
23 H 3.808 1.203 -1.830  0.2049
24 H -1.277 0.519 -0.438  0.4682
25 H -1.834 -2.367 0.283  0.2681
26 H -3.928 -1.343 1.044  0.1808
27 H -2.504 -1.427 2.157  0.2219
28 H -3.443 0.798 2.650  0.2386
29 H -1.931 0.811 1.767  0.2502
30 H -4.795 1.724 -0.843  0.4243
31 H -5.462 0.576 0.313  0.4106
32 H -4.275 -2.451 -0.726  0.4842
33 N 0.985 1.396 -1.089  -0.8165
34 N -0.988 -0.531 -0.202  -0.6974
35 N -4.749 1.189 0.051  -0.8109
36 O 0.523 -2.158 -0.414  -0.6221
37 O -2.897 0.143 -1.742  -0.5642
38 O -2.669 2.171 -0.024  -0.6458
39 O -4.387 -1.511 -1.246  -0.6794